12
Properties=species:S:1:pos:R:3:nbo_charge:R:1 method="wB97M-V/def2-TZVPD" gap_ev=10.07 de_lowest_kcal_mol=46.50 fmax_ev_per_a=0.97 smiles="O=C[C@@H]1C[C@@H]1O" lumo_energy_ha=0.0242
O -0.7904 2.0555 1.7417 -0.53
C -0.8022 1.1074 0.9877 0.43
C 0.3837 0.6421 0.2516 -0.36
C 0.4349 0.1864 -1.1914 -0.42
C 0.4143 -0.8355 -0.1218 0.09
O -0.7816 -1.5633 -0.0448 -0.72
H -1.6838 0.4454 0.8931 0.13
H 1.3221 1.0553 0.6201 0.23
H 1.3210 0.4281 -1.7679 0.23
H -0.5058 0.2434 -1.7313 0.24
H 1.2785 -1.2584 0.3652 0.20
H -0.5906 -2.5064 -0.0020 0.49

***

81
Properties=species:S:1:pos:R:3:lowdin_spin:R:1 method="wB97M-V/def2-TZVPD" s_squared=6.049 gap_ev="4.88 / 2.14" de_lowest_kcal_mol=0.00 charge=+4 fmax_ev_per_a=4.87 lumo_energy_ha="-0.4327 / -0.5326" multiplicity=5
C 5.8251 -0.8575 3.9318 0.07
C 5.7633 -1.2380 2.5646 -0.01
C 6.9681 -1.7035 2.0245 0.07
C 8.1390 -1.7830 2.8072 0.07
N 8.1667 -1.4217 4.0883 0.75
C 7.0393 -0.9794 4.6436 0.07
C 4.6011 -1.0747 1.6448 0.15
C 3.5254 -0.3198 1.5519 0.14
C 2.6611 0.8080 1.6995 0.02
C 1.3593 0.7141 2.2191 0.00
C 0.3814 1.5938 1.7842 0.00
C 0.6891 2.5200 0.7844 0.00
C 2.0160 2.7099 0.3836 0.00
C 2.9982 1.8650 0.8477 0.00
Pd 3.7338 -1.3812 -0.0524 0.62
P -1.8291 -1.5868 0.1062 0.01
H 7.0557 -2.0343 0.9948 0.01
H 4.9539 -0.5103 4.4755 0.01
H 9.0918 -2.1484 2.4007 0.02
H 7.1010 -0.7196 5.7070 0.02
H 4.0257 1.9868 0.5356 0.00
H 1.0947 -0.0880 2.9065 0.00
H 2.2562 3.4389 -0.3644 0.00
H -0.6634 1.5006 2.1051 0.00
C -3.2861 -1.2222 -1.0020 0.00
C -3.8745 -2.3505 -1.8425 0.00
H -2.9310 -0.4014 -1.6468 0.00
H -4.0379 -0.7781 -0.3331 0.00
H -4.7965 -1.9854 -2.3092 0.00
H -3.1979 -2.6473 -2.6544 0.00
H -4.1395 -3.2321 -1.2463 0.00
C -1.0254 -3.0599 -0.6918 0.00
C -0.2213 -3.9240 0.2801 0.00
H -0.3493 -2.6496 -1.4635 0.00
H -1.8010 -3.6452 -1.2028 0.00
H 0.5798 -4.4273 -0.2735 0.00
H 0.2387 -3.3230 1.0798 0.00
H -0.8384 -4.7162 0.7249 0.00
C -2.6387 -2.3656 1.5741 0.00
C -3.5398 -3.5705 1.3287 0.00
H -3.1948 -1.5498 2.0599 0.00
H -1.8073 -2.6253 2.2475 0.00
H -3.7315 -4.0558 2.2926 0.00
H -4.5145 -3.2771 0.9201 0.00
H -3.0794 -4.3215 0.6727 0.00
Br -0.5907 3.5494 -0.0596 0.00
P 0.9431 0.5001 -3.6793 0.61
C -0.0489 -1.0102 -3.4218 0.09
C -0.7284 -1.5061 -4.7072 0.01
H -0.7964 -0.7643 -2.6522 0.02
H 0.6393 -1.7739 -3.0327 0.00
H -1.1614 -2.5030 -4.5478 0.00
H -1.5404 -0.8393 -5.0283 0.00
H -0.0107 -1.5758 -5.5342 0.00
C -0.2657 1.8253 -3.2545 0.09
C -0.1564 3.1144 -4.0767 0.01
H -0.1495 2.0456 -2.1846 0.02
H -1.2617 1.3798 -3.4025 0.00
H -0.9817 3.7858 -3.8069 0.00
H 0.7829 3.6513 -3.8955 0.00
H -0.2262 2.8959 -5.1488 0.00
C 2.3010 0.6067 -2.4898 0.09
C 3.5800 0.1044 -3.1797 0.02
H 2.0102 0.0118 -1.6153 0.01
H 2.3982 1.6576 -2.1761 0.00
H 4.4588 0.3352 -2.5677 0.00
H 3.5397 -0.9814 -3.3315 0.00
H 3.6915 0.5680 -4.1698 0.01
C -6.1604 2.3765 2.3391 0.01
N -5.0442 3.3058 2.3613 0.09
C -5.1354 4.6831 2.3938 0.11
C -3.8725 5.1862 2.3076 0.16
N -3.0334 4.0867 2.2202 0.06
C -3.7400 2.8988 2.1992 0.01
S -3.2589 1.3283 1.9484 0.53
H -6.5455 2.2299 1.3231 0.00
H -5.8119 1.4141 2.7185 0.00
H -6.9570 2.7558 2.9844 0.00
H -6.0891 5.1666 2.4925 0.00
H -3.5071 6.2050 2.3049 0.01
H -2.0387 4.1227 2.0651 0.00

***

18
Properties=species:S:1:pos:R:3:nbo_charge:R:1 method="wB97M-V/def2-TZVPD" gap_ev=9.13 de_lowest_kcal_mol=17.73 fmax_ev_per_a=3.51 lumo_energy_ha=-0.0438
C -0.9857 -0.1149 -0.0920 0.85
C 1.7081 -2.2644 0.5843 -0.63
C 0.3328 -1.6565 1.0728 -0.09
C 0.4619 2.5837 -0.1561 -0.26
N -1.0725 1.2100 -0.4424 -0.38
N -2.0480 1.6082 -1.3481 0.60
O -1.7965 -0.9760 -0.3266 -0.58
O -3.0976 0.9674 -1.5030 -0.33
O -1.8752 2.7420 -1.8846 -0.44
O 0.1149 -0.3112 0.6903 -0.53
I 2.2288 1.5742 -0.7339 0.27
H 2.5812 -1.9517 1.1461 0.21
H 1.5273 -3.3324 0.7472 0.22
H 1.7811 -2.1237 -0.4619 0.21
H 0.3274 -1.7420 2.1685 0.18
H -0.5264 -2.2692 0.6701 0.23
H 0.1715 3.2285 -0.9932 0.25
H 0.1669 2.8281 0.8623 0.23

***

92
Properties=species:S:1:pos:R:3:lowdin_spin:R:1 method="wB97M-V/def2-TZVPD" s_squared=2.030 gap_ev="8.13 / 8.02" de_lowest_kcal_mol=22.78 charge=+1 fmax_ev_per_a=2.11 lumo_energy_ha="-0.0837 / -0.0901" multiplicity=3
V -0.6406 0.3084 0.1320 1.95
C 0.7426 2.0501 -3.5343 0.00
C 0.9254 1.7745 -2.1800 0.01
N -0.0562 1.0020 -1.7381 -0.01
N -0.8854 0.7735 -2.7731 0.00
C -0.4253 1.3992 -3.8674 0.01
B -2.1769 -0.0174 -2.4994 0.00
N -1.6834 -1.3492 -1.9041 0.01
C -1.7842 -2.5651 -2.4614 0.01
C -1.0818 -3.4517 -1.6746 0.00
C -0.5745 -2.6735 -0.6375 0.01
N -0.9437 -1.4080 -0.8032 0.00
N -2.9429 0.8434 -1.4814 0.01
C -4.0433 1.5820 -1.7211 0.02
C -4.1484 2.5258 -0.7257 0.00
C -3.0461 2.2970 0.0932 0.01
N -2.3353 1.2777 -0.3719 0.00
N -3.1227 -0.3654 -3.6144 0.00
C -3.0863 -0.5063 -4.9627 0.00
C -4.2713 -1.0761 -5.3614 0.00
C -4.9896 -1.2661 -4.1707 0.00
N -4.2924 -0.8492 -3.1391 0.00
H 1.3669 2.6355 -4.1753 0.00
H 1.6894 2.1316 -1.5192 0.00
H -0.9407 1.3644 -4.8042 0.00
H -2.3296 -2.7420 -3.3640 0.00
H -0.9503 -4.4995 -1.8384 0.00
H 0.0081 -2.9970 0.2012 0.00
H -4.6843 1.3908 -2.5566 0.00
H -4.9053 3.2711 -0.5997 0.00
H -2.7745 2.8532 0.9680 0.00
H -2.2389 -0.2159 -5.5508 0.00
H -4.5784 -1.3241 -6.3557 0.00
H -5.9695 -1.6756 -4.0196 0.00
C 3.5963 -4.9439 0.9543 0.00
C 2.4621 -4.5718 1.6611 0.00
C 1.9266 -3.3084 1.4897 0.00
C 2.4973 -2.4088 0.5857 0.00
C 3.6403 -2.7859 -0.1071 0.00
C 4.1882 -4.0435 0.0872 0.00
P 1.7338 -0.7319 0.5020 0.00
C 3.0333 0.2066 -0.3627 0.00
C 3.7457 1.2429 0.2298 0.00
C 4.6524 1.9763 -0.5180 0.00
C 4.8714 1.6696 -1.8512 0.00
C 4.1828 0.6198 -2.4411 0.00
C 3.2576 -0.0972 -1.7060 0.00
C 2.0189 -0.2869 2.2359 0.00
C 3.1388 -0.6505 2.9455 0.00
C 3.2796 -0.2426 4.2769 0.00
C 2.3298 0.5505 4.8624 0.00
C 1.1709 0.9375 4.1592 0.00
C 0.1816 1.7595 4.7356 0.01
C -0.9512 2.0426 4.0302 0.00
C -1.1451 1.5130 2.7419 0.01
C -0.2029 0.7503 2.1006 -0.04
C 0.9855 0.4748 2.8224 0.00
H 4.0372 -5.9165 1.1102 0.00
H 2.0085 -5.2657 2.3540 0.00
H 1.0791 -2.9980 2.0938 0.00
H 4.1283 -2.0978 -0.7793 0.00
H 5.0945 -4.3031 -0.4369 0.00
H 3.6020 1.4784 1.2747 0.00
H 5.2004 2.7865 -0.0596 0.00
H 5.5706 2.2486 -2.4361 0.00
H 4.3672 0.3600 -3.4729 0.00
H 2.6901 -0.8981 -2.1648 0.00
H 3.9052 -1.2577 2.4841 0.00
H 4.1527 -0.5484 4.8304 0.00
H 2.4507 0.8798 5.8837 0.00
H 0.3228 2.1499 5.7313 0.00
H -1.7299 2.6533 4.4611 0.00
H -2.1046 1.6890 2.2919 0.00
C -3.5149 -2.0591 0.4901 0.00
S -2.4122 -0.9993 1.4919 -0.01
C -1.9236 -2.2743 2.7171 0.00
O -3.3338 -0.1169 2.1866 0.00
H -4.3367 -2.3319 1.1393 0.00
H -2.9988 -2.9390 0.1280 0.00
H -3.8941 -1.4720 -0.3423 0.00
H -1.4632 -3.1051 2.1975 0.00
H -2.8037 -2.5915 3.2644 0.00
H -1.2165 -1.8103 3.3969 0.00
I -1.8649 6.5759 0.6139 0.00
C -0.5679 4.9602 0.8583 0.00
C 0.2290 4.6813 1.9480 0.00
N 0.8283 3.5088 1.6777 0.00
N 0.4441 2.9973 0.5059 0.00
C -0.3891 3.8796 -0.0169 0.00
H 0.3935 5.2240 2.8573 0.00
H 1.4404 2.9895 2.2897 0.00
H -0.8115 3.7551 -0.9949 0.00

***

| no. | DFT total energy (hartree) |
| --- | --- |
| 1 | -306.43220 |
| 2 | -5076.76654 |
| 3 | -864.57718 |
| 4 | -4137.16591 |